# 1
Computed, not measured: 6 unconnected molecules or ions with the total composition C31H45BIN7O4 in a non-equilibrium geometry, with ωB97M-V with the def2-TZVPD basis set.

Positions of all 89 atoms, in Å:
C: 3.026 -2.837 -0.005
O: 3.256 -2.785 -1.428
B: 2.342 -1.979 -2.091
O: 2.877 -1.141 -3.052
C: 0.771 -2.033 -1.795
C: 0.139 -3.255 -1.779
I: 1.094 -5.111 -2.148
C: -1.275 -3.297 -1.506
C: -1.977 -2.160 -1.240
C: -3.460 -2.342 -0.920
C: -4.414 -1.689 -1.944
O: -4.897 -2.292 -2.869
O: -4.754 -0.362 -1.762
C: -1.331 -0.877 -1.262
N: -2.093 0.221 -0.988
C: -1.407 1.338 -1.068
C: -0.019 1.403 -1.397
N: 0.748 0.360 -1.623
C: 0.048 -0.809 -1.551
H: 3.817 -3.438 0.456
H: 3.077 -1.843 0.462
H: 2.079 -3.363 0.213
H: 3.735 -0.815 -2.756
H: -1.765 -4.273 -1.520
H: -3.718 -3.411 -0.904
H: -3.682 -1.934 0.081
H: -4.941 -0.284 -0.814
H: -1.943 2.277 -0.890
H: 0.448 2.394 -1.465
C: -2.930 1.315 4.199
C: -1.418 1.131 4.112
C: -0.940 0.725 2.718
C: -1.441 -0.587 2.316
N: -1.839 -1.617 1.999
H: -3.459 0.382 3.996
H: -3.214 1.644 5.199
H: -3.275 2.067 3.486
H: -1.103 0.388 4.847
H: -0.934 2.070 4.383
H: 0.152 0.702 2.711
H: -1.246 1.474 1.984
C: 3.895 -6.037 4.672
C: 2.526 -5.367 4.713
C: 2.115 -4.758 3.370
C: 2.995 -3.662 2.965
N: 3.689 -2.805 2.647
H: 4.685 -5.317 4.449
H: 4.123 -6.490 5.637
H: 3.923 -6.823 3.914
H: 2.523 -4.598 5.489
H: 1.779 -6.110 4.999
H: 1.094 -4.377 3.445
H: 2.109 -5.528 2.595
C: -5.105 0.304 -4.668
C: -4.937 -0.394 -6.012
C: -3.929 0.304 -6.930
C: -4.365 1.644 -7.322
N: -4.708 2.697 -7.623
H: -5.505 1.314 -4.790
H: -5.795 -0.253 -4.042
H: -4.152 0.374 -4.141
H: -5.908 -0.464 -6.507
H: -4.595 -1.416 -5.835
H: -3.789 -0.297 -7.832
H: -2.956 0.365 -6.438
C: 2.568 4.460 -5.590
C: 3.517 3.465 -4.933
C: 2.900 2.754 -3.725
C: 2.600 3.678 -2.631
N: 2.356 4.403 -1.775
H: 2.303 5.269 -4.907
H: 3.037 4.907 -6.466
H: 1.648 3.969 -5.913
H: 4.434 3.980 -4.636
H: 3.801 2.710 -5.669
H: 3.595 1.994 -3.361
H: 1.990 2.230 -4.023
C: 0.661 4.556 6.742
C: 2.172 4.367 6.658
C: 2.648 3.957 5.262
C: 2.139 2.645 4.867
N: 1.732 1.618 4.556
H: 0.131 3.623 6.538
H: 0.377 4.886 7.741
H: 0.320 5.308 6.027
H: 2.484 3.623 7.394
H: 2.659 5.306 6.928
H: 3.740 3.928 5.249
H: 2.343 4.705 4.528

Largest force on an atom = 1.46 eV/A
LUMO level = -0.545 eV
Frontier orbital gap = 8.389 eV

# 2
Computed, not measured: 2 unconnected molecules or ions with the total composition C5H9IN2 in a non-equilibrium geometry, with ωB97M-V with the def2-TZVPD basis set.

Positions of all 17 atoms, in Å:
C: -0.552 -0.919 -0.590
C: 0.358 1.146 1.150
C: 1.012 0.581 2.373
C: -0.071 -1.386 -2.911
C: -1.033 0.871 0.906
N: 1.084 1.819 0.347
N: -0.291 -0.616 -1.725
I: -2.313 -0.012 2.313
H: -0.756 -1.761 0.047
H: 2.089 0.684 2.285
H: 0.675 1.127 3.252
H: 0.749 -0.466 2.502
H: -0.394 -0.793 -3.764
H: -0.607 -2.337 -2.885
H: 0.998 -1.582 -3.000
H: -1.556 1.468 0.177
H: 0.608 2.178 -0.476

Largest force on an atom = 3.13 eV/A
LUMO level (alpha / beta) = 0.021 / 0.020 eV
Frontier orbital gap (alpha / beta) = 7.740 / 7.738 eV
Energy relative to the best compared isomer or geometry (same formula, charge and spin) = 171.1 kJ/mol

# 3
Computed, not measured: 2 unconnected molecules or ions with the total composition C2H7N3 in a non-equilibrium geometry, with ωB97M-V with the def2-TZVPD basis set.

Positions of all 12 atoms, in Å:
C: -0.679 -1.826 0.857
N: 0.489 -1.833 1.331
H: -1.413 -1.169 1.330
H: -1.015 -2.497 0.064
H: 1.109 -2.403 0.754
N: 0.787 1.516 0.166
C: 0.126 1.608 -0.951
N: -0.653 0.576 -1.218
H: 0.802 0.644 0.715
H: 1.507 2.188 0.414
H: 0.300 2.516 -1.510
H: -1.359 0.679 -1.951

Largest force on an atom = 1.32 eV/A
LUMO level (alpha / beta) = -4.590 / -8.775 eV
Frontier orbital gap (alpha / beta) = 9.221 / 5.034 eV
Energy relative to the best compared isomer or geometry (same formula, charge and spin) = 144.4 kJ/mol
2S+1 = 2
Total charge = +1

# 4
Computed, not measured: a single C6H10O molecule, with ωB97M-V with the def2-TZVPD basis set.

Positions of all 17 atoms, in Å:
C: 0.889 -1.343 0.417
C: 1.434 0.086 0.375
O: 1.155 0.615 -0.932
C: -0.056 1.050 -1.168
C: -0.984 1.607 -0.241
C: -1.506 1.028 0.884
C: -0.560 -1.426 -0.062
H: 1.003 -1.698 1.448
H: 1.522 -1.964 -0.223
H: 0.952 0.716 1.130
H: 2.522 0.120 0.471
H: -0.196 1.162 -2.247
H: -0.769 -0.538 -0.694
H: -1.283 2.585 -0.643
H: -2.114 1.705 1.496
H: -0.733 -2.236 -0.766
H: -1.277 -1.468 0.757

Largest force on an atom = 0.94 eV/A
LUMO level (alpha / beta) = -0.240 / -0.238 eV
Frontier orbital gap (alpha / beta) = 6.990 / 6.995 eV
Energy relative to the best compared isomer or geometry (same formula, charge and spin) = 482.3 kJ/mol

# 5
Computed, not measured: a molecular structure, C12H5IN2O4S in a non-equilibrium geometry, with ωB97M-V with the def2-TZVPD basis set.

Positions of all 25 atoms, in Å:
I: 3.550 -1.512 -2.694
C: 1.407 -1.147 -2.573
C: 0.835 0.302 -2.241
C: -0.693 0.587 -2.101
C: -1.640 -0.669 -2.333
N: -3.086 -0.639 -2.232
S: -3.512 -2.251 -2.603
N: -2.077 -3.128 -2.928
C: -1.076 -2.092 -2.705
C: 0.473 -2.383 -2.829
H: 1.584 1.161 -2.100
H: -1.129 1.613 -1.830
H: 0.893 -3.421 -3.089
C: -0.454 0.662 1.678
C: 0.197 1.804 1.331
C: 1.145 2.324 2.417
O: 1.883 3.304 2.276
C: 1.177 1.619 3.709
C: 0.515 0.481 4.062
C: -0.351 -0.097 2.938
O: -0.973 -1.158 3.024
O: 0.543 -0.124 5.172
O: 0.108 2.455 0.246
H: -1.141 0.213 0.966
H: 1.822 2.096 4.440

Largest force on an atom = 5.99 eV/A
LUMO level = 3.058 eV
Frontier orbital gap = 2.939 eV
Total charge = -2

# 6
Computed, not measured: 2 unconnected molecules or ions with the total composition C6H7O6PSi in a non-equilibrium geometry, with ωB97M-V with the def2-TZVPD basis set.

Positions of all 21 atoms, in Å:
C: 2.162 1.001 0.224
C: 2.496 -0.363 0.480
C: 0.858 1.345 -0.071
C: 1.510 -1.382 0.318
C: -0.096 0.379 -0.263
C: 0.195 -0.976 -0.074
O: -4.967 1.882 0.909
O: -3.497 0.869 -0.823
O: -5.231 -0.622 0.235
O: -1.012 -3.595 0.301
O: -2.354 -1.736 -1.282
O: -3.173 0.177 1.613
Si: -1.204 -2.237 -0.372
P: -4.198 0.647 0.661
H: 2.802 1.765 0.460
H: 3.510 -0.498 0.957
H: 0.469 2.453 0.011
H: 1.921 -2.339 0.563
H: -1.160 0.514 -0.285
H: -4.518 -1.184 -0.070
H: -2.925 -0.029 -0.948

Largest force on an atom = 3.23 eV/A
LUMO level = 5.318 eV
Frontier orbital gap = 7.383 eV
Energy relative to the best compared isomer or geometry (same formula, charge and spin) = 21.6 kJ/mol
Total charge = -2

# 7
Computed, not measured: a molecular structure, C22H50P2Si2Tc in a non-equilibrium geometry, with ωB97M-V with the def2-TZVPD basis set.

Positions of all 77 atoms, in Å:
P: -2.183 1.339 -3.118
P: 0.993 -1.261 -3.134
C: -0.973 0.701 -4.320
C: -0.350 -0.712 -4.248
H: -0.195 1.464 -4.497
H: -1.577 0.703 -5.245
H: -1.151 -1.471 -4.243
H: 0.145 -0.865 -5.222
C: 2.567 -0.772 -3.898
H: 3.405 -1.050 -3.244
H: 2.581 0.312 -4.068
H: 2.633 -1.308 -4.855
C: 0.963 -3.043 -3.613
H: 1.306 -3.124 -4.655
H: -0.054 -3.457 -3.559
H: 1.631 -3.643 -2.976
C: -2.409 3.049 -3.704
H: -2.965 3.648 -2.976
H: -2.968 3.032 -4.647
H: -1.441 3.530 -3.883
C: -3.843 0.641 -3.479
H: -3.808 -0.450 -3.588
H: -4.253 1.074 -4.395
H: -4.541 0.867 -2.661
Tc: -0.311 0.331 3.149
C: 0.852 -1.390 -1.418
C: 1.530 -0.098 -1.506
C: 1.108 1.285 -1.911
C: 0.022 2.010 -1.116
C: -1.429 1.738 -1.524
C: -2.129 0.434 -1.508
C: -1.740 -1.031 -1.509
C: -0.514 -1.477 -0.720
C: -1.952 1.813 2.990
H: 1.516 -2.199 -1.067
H: 2.577 -0.132 -1.186
H: 0.863 1.347 -2.993
H: 2.039 1.881 -1.854
H: 0.162 1.777 -0.036
H: 0.206 3.096 -1.256
H: -2.052 2.505 -1.052
H: -3.125 0.497 -1.059
H: -1.772 -1.464 -2.522
H: -2.582 -1.538 -1.008
H: -0.435 -0.877 0.213
H: -0.668 -2.538 -0.450
H: -2.434 2.063 3.949
H: -2.739 1.364 2.346
H: -1.639 2.770 2.518
C: 3.709 0.575 3.790
Si: 1.986 1.054 3.287
C: 0.978 1.642 4.804
C: 1.998 2.446 2.053
C: 1.284 -0.638 2.604
Si: 0.280 -1.937 3.677
C: -1.214 -0.880 4.679
C: -0.567 -3.264 2.695
C: 1.452 -2.619 4.943
H: 4.195 1.374 4.364
H: 4.290 0.386 2.878
H: 3.709 -0.346 4.385
H: 1.719 2.449 4.987
H: 0.027 2.200 4.760
H: 0.992 0.998 5.692
H: 2.431 2.086 1.114
H: 1.017 2.879 1.822
H: 2.639 3.242 2.458
H: 1.835 -1.094 1.758
H: -2.252 -0.725 4.333
H: -1.274 -1.946 5.037
H: -1.028 -0.324 5.611
H: 0.104 -3.529 1.869
H: -0.716 -4.142 3.341
H: -1.538 -2.954 2.285
H: 2.304 -3.031 4.386
H: 1.816 -1.851 5.639
H: 0.956 -3.423 5.508

Largest force on an atom = 5.02 eV/A
LUMO level (alpha / beta) = -6.576 / -6.335 eV
Frontier orbital gap (alpha / beta) = 4.686 / 4.926 eV
2S+1 = 4
Total charge = +2

# 8
Computed, not measured: a single C19H23N5O4 molecule in a non-equilibrium geometry, with ωB97M-V with the def2-TZVPD basis set.

Positions of all 51 atoms, in Å:
C: -2.316 0.291 -2.872
O: -1.237 -0.384 -2.241
C: -0.006 -0.009 -2.585
O: 0.262 0.852 -3.377
C: 1.037 -0.911 -1.925
N: 0.654 -1.330 -0.610
C: 0.599 -0.577 0.512
C: 1.009 0.853 0.506
N: 0.176 1.585 -0.438
C: -1.159 1.770 0.091
C: 0.784 2.820 -0.924
C: 1.019 3.858 0.145
C: 0.031 4.784 0.461
C: 0.219 5.697 1.483
C: 1.400 5.698 2.205
C: 2.395 4.788 1.892
C: 2.205 3.876 0.870
N: 0.147 -1.249 1.555
C: -0.112 -2.491 1.087
C: 0.188 -2.576 -0.263
C: 0.033 -3.784 -1.009
O: 0.298 -3.963 -2.184
N: -0.475 -4.811 -0.210
C: -0.672 -6.083 -0.887
C: -0.794 -4.758 1.142
O: -1.227 -5.725 1.733
N: -0.594 -3.554 1.783
C: -0.892 -3.422 3.193
H: -2.019 1.307 -3.138
H: -3.144 0.299 -2.168
H: -2.601 -0.248 -3.778
H: 1.131 -1.810 -2.546
H: 1.991 -0.379 -1.905
H: 0.941 1.242 1.533
H: 2.050 0.919 0.175
H: -1.169 2.349 1.025
H: -1.769 2.285 -0.649
H: -1.595 0.791 0.289
H: 0.120 3.216 -1.697
H: 1.728 2.550 -1.406
H: -0.889 4.796 -0.106
H: -0.559 6.410 1.716
H: 1.547 6.410 3.004
H: 3.323 4.790 2.445
H: 2.993 3.177 0.626
H: -1.309 -5.931 -1.758
H: 0.289 -6.472 -1.224
H: -1.135 -6.774 -0.188
H: -1.652 -2.654 3.336
H: -1.254 -4.384 3.549
H: 0.009 -3.130 3.731

Largest force on an atom = 1.51 eV/A
LUMO level = 0.599 eV
Frontier orbital gap = 8.935 eV
Energy relative to the best compared isomer or geometry (same formula, charge and spin) = 17.3 kJ/mol

Question: Look up the largest force on an atom of the second one.
Answer: 3.13 eV/A